A 6-piece molecular cluster, C33H46BrClN6O3 overall in a non-equilibrium geometry, computed with wB97M-V/def2-TZVPD.

The geometry in XYZ format:
```
90
Properties=species:S:1:pos:R:3:mulliken_charge:R:1
O 1.30 -2.91 -0.08 -0.433
C 0.18 -2.66 0.25 0.574
Br -0.59 -3.38 1.89 -0.176
C -0.71 -1.76 -0.63 -1.640
C -0.16 -1.71 -2.05 1.042
C 0.95 -0.95 -2.37 -0.377
C 1.44 -0.86 -3.67 0.337
C 2.64 0.01 -4.02 -0.773
C 3.75 -0.68 -4.87 -0.650
C 4.00 0.22 -6.10 -0.568
Cl 5.34 -0.37 -7.13 -0.218
C 0.75 -1.58 -4.62 1.033
C -0.40 -2.39 -4.28 -0.248
C -0.86 -2.46 -3.00 -0.733
C -0.88 -3.00 -5.62 -0.015
O -1.40 -4.04 -5.89 -0.506
N -0.47 -1.97 -6.54 -0.463
C 0.90 -1.73 -6.15 0.087
O 1.84 -1.73 -6.89 -0.470
H -0.74 -0.73 -0.25 0.408
H -1.75 -2.09 -0.63 0.461
H 1.43 -0.42 -1.55 0.478
H 3.10 0.28 -3.06 0.351
H 2.34 0.96 -4.49 0.228
H 3.52 -1.71 -5.15 0.262
H 4.71 -0.69 -4.34 0.474
H 3.07 0.35 -6.66 0.306
H 4.24 1.21 -5.70 0.374
H -1.73 -3.06 -2.77 0.468
H -1.07 -1.15 -6.49 0.377
C -2.54 -3.95 5.32 -1.112
C -2.40 -2.75 6.25 -0.186
C -3.32 -1.58 5.85 0.244
C -2.98 -1.12 4.50 0.238
N -2.71 -0.76 3.44 -0.439
H -2.25 -3.70 4.30 0.073
H -1.90 -4.76 5.65 0.373
H -3.57 -4.31 5.30 0.332
H -1.36 -2.42 6.25 0.305
H -2.64 -3.06 7.26 0.143
H -3.20 -0.75 6.55 -0.286
H -4.36 -1.89 5.87 0.358
C 1.57 4.57 -1.89 -1.075
C 1.70 4.50 -3.41 -0.320
C 0.42 4.02 -4.10 -0.539
C 0.07 2.67 -3.65 0.304
N -0.20 1.60 -3.30 -0.403
H 1.37 3.59 -1.46 0.294
H 2.49 4.94 -1.44 0.354
H 0.75 5.24 -1.60 0.230
H 2.53 3.83 -3.66 0.210
H 1.96 5.49 -3.79 0.335
H 0.57 4.00 -5.18 0.294
H -0.41 4.69 -3.88 0.355
C 0.80 9.51 0.55 -1.145
C -0.35 9.09 -0.35 -0.369
C -1.42 8.26 0.38 -0.383
C -0.82 7.03 0.93 0.230
N -0.36 6.06 1.35 -0.435
H 1.34 8.65 0.95 0.350
H 1.51 10.12 0.00 0.323
H 0.43 10.11 1.40 0.306
H 0.05 8.51 -1.19 0.249
H -0.83 9.97 -0.77 0.302
H -2.22 7.99 -0.30 0.271
H -1.85 8.84 1.21 0.311
C 2.55 -5.48 -4.77 -0.955
C 2.05 -6.62 -3.90 -0.564
C 2.06 -6.28 -2.41 0.013
C 3.43 -5.98 -1.96 0.220
N 4.50 -5.75 -1.61 -0.481
H 3.60 -5.24 -4.56 0.404
H 2.50 -5.76 -5.83 0.408
H 1.95 -4.58 -4.64 0.026
H 2.66 -7.51 -4.08 0.319
H 1.03 -6.88 -4.20 0.339
H 1.68 -7.12 -1.82 0.328
H 1.43 -5.41 -2.21 -0.056
C -3.10 -2.10 10.00 -0.779
C -2.99 -0.84 10.85 -0.464
C -3.88 0.30 10.35 -0.479
C -3.51 0.69 8.97 0.298
N -3.25 1.01 7.90 -0.492
H -2.77 -1.92 8.98 -0.081
H -2.48 -2.89 10.41 0.385
H -4.13 -2.46 9.97 0.333
H -1.95 -0.52 10.86 0.298
H -3.26 -1.08 11.88 0.311
H -3.77 1.17 11.00 0.299
H -4.93 0.00 10.36 0.287
```

The total energy is -132613.6926 eV. For the LUMO energy, the calculation gives 0.1 eV. The gap between HOMO and LUMO comes out at 0.3427 Eh. The SMILES is O=C(Br)Cc1cc(CCCCl)c2c(c1)C(=O)NC2=O.CCCC#N.CCCC#N.CCCC#N.CCCC#N.CCCC#N. Its total charge is 0.